No. 1
A structure of composition C44H40AlN8O8S2, computed with wB97M-V/def2-TZVPD.

Electronic energy (Eh): -3779.24082
Total charge: +1
Frontier orbital gap (eV): 5.77
Max |F| (Eh/bohr): 0.00579

```
103
Properties=species:S:1:pos:R:3:forces:R:3:mulliken_charge:R:1
Al -0.02431 -1.22338 -0.14298 0.2 0.1 0.2 -0.50
S -1.38918 0.32424 -3.21537 0.0 0.0 0.0 -0.36
C -2.22476 1.23362 -2.12921 0.0 0.0 0.0 0.18
N -2.41669 2.55769 -2.22992 0.0 0.0 0.0 0.12
C -3.20190 3.27890 -1.23504 0.0 0.0 0.0 -0.35
C -4.38918 2.43998 -0.85558 0.0 0.0 0.0 -1.21
N -3.91050 1.14629 -0.36611 0.0 0.0 0.0 0.04
C -4.55808 0.67391 0.86710 0.0 0.0 0.0 -1.47
C -4.15910 1.54937 2.03287 0.0 0.0 0.0 1.09
C -2.84509 1.98886 2.16917 0.0 0.0 0.0 1.21
C -2.47355 2.75059 3.26558 0.0 0.0 0.0 -1.11
C -3.40851 3.07253 4.24138 0.0 0.0 0.0 -0.79
C -4.71716 2.63405 4.11060 0.0 0.0 0.0 -0.72
C -5.09207 1.88058 3.00578 0.0 0.0 0.0 -0.83
C -2.88447 0.54387 -0.93178 0.0 0.0 0.0 0.77
S -2.39896 -0.98075 -0.40176 -0.1 0.0 -0.1 -0.53
C -1.83283 3.35275 -3.31886 0.0 0.0 0.0 -2.04
C -0.55431 4.04013 -2.90542 0.0 0.0 0.0 0.56
C 0.67817 3.55234 -3.32873 0.0 0.0 0.0 0.03
C 1.85247 4.18676 -2.94499 0.0 0.0 0.0 -0.57
C 1.80411 5.30275 -2.12206 0.0 0.0 0.0 -0.61
C 0.57869 5.79622 -1.69544 0.0 0.0 0.0 -0.85
C -0.59354 5.17172 -2.09399 0.0 0.0 0.0 -0.02
H -3.53600 4.21493 -1.67771 0.0 0.0 0.0 0.70
H -2.60138 3.51567 -0.35160 0.0 0.0 0.0 0.15
H -5.05725 2.28616 -1.70632 0.0 0.0 0.0 0.39
H -4.94567 2.91242 -0.04871 0.0 0.0 0.0 0.45
H -4.26705 -0.35850 1.04148 0.0 0.0 0.0 0.48
H -5.63673 0.70651 0.70711 0.0 0.0 0.0 0.52
H -2.10116 1.70741 1.43155 0.0 0.0 0.0 -0.17
H -1.44841 3.08461 3.37055 0.0 0.0 0.0 0.46
H -3.11720 3.66329 5.09949 0.0 0.0 0.0 0.43
H -5.45111 2.88263 4.86540 0.0 0.0 0.0 0.43
H -6.11685 1.54177 2.90691 0.0 0.0 0.0 0.45
H -2.58490 4.08817 -3.60931 0.0 0.0 0.0 0.59
H -1.65933 2.68659 -4.15913 0.0 0.0 0.0 0.67
H 0.71192 2.68111 -3.97267 0.0 0.0 0.0 0.37
H 2.80558 3.81239 -3.29078 0.0 0.0 0.0 0.44
H 2.72036 5.79941 -1.83041 0.0 0.0 0.0 0.45
H 0.53442 6.68158 -1.07460 0.0 0.0 0.0 0.45
H -1.54693 5.58961 -1.79077 0.0 0.0 0.0 0.43
C 0.82949 2.69582 0.26884 0.1 0.0 0.0 -0.90
C 0.95548 1.33375 0.86882 0.0 0.1 0.0 -0.03
O 0.05015 0.47878 0.68410 -0.1 -0.1 0.0 0.33
N 1.98607 1.09018 1.65137 0.1 0.0 0.0 0.20
C 2.19909 -0.16279 2.37100 0.0 0.0 0.0 -0.26
C 3.10819 -1.10948 1.63089 0.0 0.0 0.0 0.43
C 4.39285 -1.36499 2.08062 0.0 0.0 0.0 -0.98
C 5.17227 -2.28742 1.39885 0.0 0.0 0.0 -0.68
C 4.63098 -2.92209 0.29648 0.0 0.0 0.0 -1.38
C 3.33824 -2.59494 -0.08376 0.0 0.0 0.0 -0.11
N 2.58638 -1.70314 0.55516 0.0 0.0 0.0 1.04
H 0.25692 2.63529 -0.65409 0.0 0.0 0.0 -0.54
H 1.80521 3.12622 0.05118 0.0 0.0 0.0 0.80
H 0.30737 3.34826 0.97286 0.0 0.0 0.0 0.51
H 2.71960 1.78213 1.67172 0.0 0.0 0.0 0.35
H 1.22672 -0.63653 2.50794 0.0 0.0 0.0 -0.68
H 2.61047 0.07824 3.34970 0.0 0.0 0.0 0.74
H 4.76986 -0.86241 2.96183 0.0 0.0 0.0 0.54
H 6.17627 -2.51363 1.73202 0.0 0.0 0.0 0.45
H 5.18569 -3.66720 -0.25615 0.0 0.0 0.0 0.53
H 2.88045 -3.10118 -0.92608 0.0 0.0 0.0 0.38
C 2.31662 -5.79554 1.67392 0.0 0.0 0.0 -0.66
C 1.50363 -5.68514 0.55920 0.0 0.0 0.0 -0.93
C 0.63506 -4.60549 0.42005 0.0 0.0 0.0 -0.27
C 0.58820 -3.60404 1.38475 0.0 0.0 0.0 -0.93
C 1.37643 -3.75324 2.52926 0.0 0.0 0.0 0.22
C 2.23306 -4.82901 2.67187 0.0 0.0 0.0 -0.87
N -0.22376 -2.43399 1.25274 -0.1 0.0 0.0 1.37
C -1.24148 -2.35410 2.24302 0.0 0.0 0.0 0.01
C -1.93196 -3.50736 2.63260 0.0 0.0 0.0 -0.16
C -2.94407 -3.44896 3.57458 0.0 0.0 0.0 -0.91
C -3.30572 -2.23889 4.15424 0.0 0.0 0.0 -0.77
C -2.62797 -1.09047 3.78027 0.0 0.0 0.0 -0.94
C -1.60311 -1.14633 2.84313 0.0 0.0 0.0 0.76
H 2.98787 -6.63706 1.78213 0.0 0.0 0.0 0.44
H 1.52077 -6.45457 -0.20269 0.0 0.0 0.0 0.48
H -0.03857 -4.56803 -0.42410 0.0 0.0 0.0 0.71
H 1.30620 -3.00615 3.31241 0.0 0.0 0.0 0.44
H 2.83888 -4.91834 3.56499 0.0 0.0 0.0 0.47
H -1.67093 -4.45696 2.18330 0.0 0.0 0.0 0.48
H -3.46042 -4.35883 3.85326 0.0 0.0 0.0 0.41
H -4.09657 -2.19658 4.89118 0.0 0.0 0.0 0.44
H -2.88642 -0.13678 4.22581 0.0 0.0 0.0 0.41
H -1.08744 -0.23659 2.57197 0.0 0.0 0.0 0.31
O 3.39052 -3.28582 -6.42410 0.0 0.0 0.0 -0.62
N 3.78889 -2.26794 -5.90185 0.0 0.0 0.0 1.05
O 4.72858 -1.59906 -6.27340 0.0 0.0 0.0 -0.62
C 3.07520 -1.80701 -4.70144 0.0 0.0 0.0 -1.11
C 2.01114 -2.53275 -4.23243 0.0 0.0 0.0 -0.34
C 1.35339 -2.08520 -3.09669 0.0 0.0 0.0 -0.26
C 1.71620 -0.90761 -2.38856 0.0 0.0 0.0 0.97
O 1.08640 -0.45214 -1.37526 0.0 0.0 -0.1 -0.12
C 2.84907 -0.23426 -2.92928 0.0 0.0 0.0 -0.04
C 3.50261 -0.65378 -4.06089 0.0 0.0 0.0 -0.36
N 3.39783 0.95924 -2.27160 -0.1 0.1 0.0 1.04
O 4.00680 1.73960 -2.97338 0.0 0.0 0.0 -0.65
O 3.23249 1.09152 -1.07505 0.0 0.0 0.0 -0.52
N 0.26558 -2.89897 -2.62397 0.0 -0.1 0.0 0.93
O -0.07217 -3.86441 -3.24839 -0.1 0.0 -0.1 -0.68
O -0.29184 -2.61654 -1.54414 0.1 -0.1 0.0 -0.11
H 1.69349 -3.43469 -4.73487 0.0 0.0 0.0 0.73
H 4.34823 -0.09942 -4.44162 0.0 0.0 0.0 0.71
```
Forces are in eV/Å.

---

No. 2
A cluster of 11 separate species, C40H111N9O11 in total in a non-equilibrium geometry, computed with wB97M-V/def2-TZVPD.

SMILES: COC[C@H](C)N.COC[C@H](C)N.COC[C@H](C)N.COC[C@H](C)N.COC[C@H](C)N.COC[C@H](C)N.COC[C@H](C)N.COC[C@H](C)N.COC[C@H](C)N.CCO.CCO
Electronic energy (Eh): -2910.72964
Frontier orbital gap (eV): 9.42
Energy relative to the best compared isomer or geometry (same formula, charge and spin) (kcal per mole): 113.9
Max |F| (Eh/bohr): 0.06986

```
171
Properties=species:S:1:pos:R:3:forces:R:3:mulliken_charge:R:1
C -6.57571 -0.86676 1.78222 0.3 -0.4 -0.2 -0.84
C -7.14697 0.48131 1.43573 -0.9 -0.8 0.1 -0.26
O -6.18376 1.47455 1.49249 0.9 1.1 -0.4 -0.41
H -5.88971 -1.16387 0.98897 0.1 0.0 -0.2 0.15
H -7.37389 -1.60893 1.76861 0.1 -0.1 0.4 0.34
H -5.96528 -0.86529 2.68526 -0.4 0.0 0.3 0.26
H -7.95800 0.80898 2.08609 -0.1 -0.3 0.2 0.27
H -7.57494 0.35201 0.44164 -0.2 0.4 -0.3 0.25
H -5.85402 1.60287 0.60008 0.3 0.2 0.0 0.22
C -3.87701 5.08676 6.23868 0.1 0.2 1.4 -1.15
C -3.78729 4.09136 5.11014 -1.1 0.5 -1.4 0.06
O -4.89864 3.17472 5.04464 0.3 0.2 1.1 -0.54
H -2.96222 5.66801 6.35450 0.4 -0.2 -0.4 0.31
H -4.00571 4.63303 7.22136 0.0 -0.4 0.0 0.31
H -4.63414 5.87063 6.21857 -0.4 -0.4 -0.7 0.32
H -2.83010 3.57053 5.08492 0.0 -0.2 0.3 0.22
H -3.86135 4.68341 4.19795 0.4 0.1 -0.3 0.16
H -5.13629 2.95559 4.14070 0.3 0.2 -0.1 0.29
C -3.63891 5.70014 -0.47572 -0.2 -0.2 0.7 -1.32
C -3.01672 5.11179 -1.70784 -0.9 -0.5 -0.7 0.75
C -4.02298 4.29567 -2.56051 0.3 0.0 -0.3 -0.90
O -4.55338 3.14748 -1.90416 0.2 -0.5 -0.4 -0.15
C -5.06494 2.19656 -2.86681 0.2 0.4 0.7 -0.84
N -2.49355 6.20889 -2.53636 -0.1 -0.2 0.2 -0.74
H -4.06473 4.92912 0.16640 -0.1 -0.2 -0.1 0.29
H -4.43917 6.39588 -0.72796 0.1 0.1 -0.1 0.34
H -2.89361 6.18931 0.15145 0.1 0.3 -0.1 0.34
H -2.25166 4.38462 -1.43580 0.3 -0.1 0.2 0.09
H -3.44394 3.99783 -3.43464 0.2 -0.4 -0.3 0.33
H -4.84443 4.87018 -2.98861 -0.1 0.6 0.3 0.38
H -5.25429 1.22944 -2.40104 0.3 0.1 0.4 0.24
H -4.31936 2.04738 -3.64780 -0.2 0.0 -0.2 0.35
H -6.03159 2.51670 -3.25565 0.1 0.3 -0.3 0.33
H -1.98503 5.88268 -3.34574 0.0 -0.3 -0.2 0.25
H -1.81143 6.70865 -1.98405 0.0 0.3 0.1 0.26
C -3.26028 -5.48190 -2.43313 0.0 -1.1 -0.6 -1.57
C -2.79270 -4.13780 -2.94783 -0.2 0.3 0.0 0.62
C -2.68560 -3.93302 -4.47018 0.2 -0.6 -0.2 -0.95
O -3.90394 -4.18520 -5.14110 -0.4 0.2 -0.8 -0.37
C -3.85787 -3.74489 -6.52295 -0.1 0.6 1.4 -0.77
N -3.67264 -3.07417 -2.40726 0.8 -0.4 -0.5 -0.60
H -4.24831 -5.80648 -2.75954 0.0 0.2 -0.6 0.34
H -3.36389 -5.56505 -1.35126 0.5 0.5 0.2 0.39
H -2.51764 -6.21963 -2.73704 -0.2 -0.4 0.0 0.41
H -1.75998 -4.07215 -2.60538 0.1 0.6 0.2 0.18
H -1.91564 -4.55493 -4.92678 0.3 -0.5 0.3 0.49
H -2.34282 -2.92490 -4.70318 -0.1 0.5 0.4 0.42
H -3.58423 -2.68981 -6.51772 0.4 0.2 -0.1 0.32
H -4.86813 -3.72866 -6.93187 0.1 -0.7 0.0 0.27
H -3.12268 -4.29640 -7.10899 -0.2 -0.2 -0.1 0.30
H -4.10874 -3.49404 -1.59879 -0.3 0.3 0.2 0.24
H -4.36941 -3.06973 -3.13842 -0.7 0.5 0.2 0.30
C -0.88751 0.49320 7.73177 0.8 0.3 -1.2 -1.48
C -1.07238 -0.97573 7.21487 -1.0 3.0 1.1 0.53
C 0.23359 -1.68975 7.13805 0.6 -0.5 0.2 -0.65
O 1.28508 -0.83503 6.64225 -1.1 -1.4 -0.1 -0.26
C 2.54397 -1.44775 6.65498 1.6 0.7 0.0 -0.86
N -2.04954 -1.66451 8.05398 0.3 -1.1 -0.2 -0.64
H -0.35706 1.05523 6.96312 0.2 0.0 -0.2 0.34
H -0.23300 0.59997 8.59683 -0.2 -0.4 0.3 0.31
H -1.79067 1.09031 7.85776 -0.4 -0.6 0.3 0.45
H -1.44380 -0.89582 6.19322 -0.3 -0.1 0.0 0.20
H -0.01619 -2.55913 6.52986 0.8 -0.2 -0.6 0.28
H 0.53756 -2.11368 8.09512 0.0 0.2 0.4 0.33
H 3.20858 -0.78993 6.09492 -0.1 0.1 -0.2 0.28
H 2.72455 -2.43693 6.23425 -1.0 -0.3 -0.3 0.32
H 3.01976 -1.49244 7.63464 -0.4 0.0 0.6 0.33
H -1.72725 -1.65955 9.01116 0.1 -0.1 0.2 0.24
H -2.95605 -1.21970 8.07591 0.1 0.2 -0.4 0.27
C 1.29196 -1.61496 -7.14203 -0.1 0.0 -1.0 -1.38
C 2.68456 -1.36115 -7.72917 -0.8 -0.5 0.3 0.32
C 3.70703 -0.92574 -6.70551 -1.2 -0.1 -0.1 -0.74
O 3.88483 -1.98855 -5.75584 0.9 1.5 -0.5 -0.17
C 4.81250 -1.65676 -4.70849 -1.3 -0.7 0.1 -0.69
N 3.07885 -2.58823 -8.41472 0.2 -0.1 -0.2 -0.78
H 0.78758 -0.74240 -6.72691 0.5 0.0 0.6 0.38
H 1.33622 -2.48356 -6.48501 -0.2 0.3 0.3 0.23
H 0.64277 -1.85542 -7.98395 0.0 -0.4 -0.1 0.38
H 2.60856 -0.55321 -8.45688 0.0 0.1 -0.2 0.41
H 3.28606 -0.02004 -6.26893 0.2 0.1 0.7 0.34
H 4.53485 -0.60303 -7.33691 1.1 -0.4 0.7 0.38
H 5.73770 -1.21593 -5.07966 0.1 -0.3 0.0 0.33
H 4.88810 -2.58917 -4.14902 0.9 -0.1 -0.2 0.13
H 4.36777 -1.01334 -3.94933 -0.2 0.7 -0.3 0.26
H 4.05849 -2.53984 -8.65569 0.3 0.2 -0.4 0.28
H 3.08365 -3.33460 -7.73428 -0.3 -0.2 0.2 0.30
C 6.65014 6.58737 -4.85680 -0.1 0.0 1.0 -1.38
C 6.92762 5.06435 -4.91410 -0.2 2.2 1.2 0.42
C 5.74694 4.24171 -4.41319 1.0 -0.8 -1.4 -0.63
O 5.50791 4.39273 -3.05759 0.7 0.8 0.1 -0.32
C 4.40666 3.67608 -2.61326 -0.4 -0.5 0.3 -0.64
N 7.34193 4.68334 -6.22256 0.1 -1.0 -1.4 -0.74
H 7.34240 7.16440 -5.46993 0.0 -0.2 -0.1 0.41
H 6.78496 6.92709 -3.82991 0.0 0.1 0.1 0.34
H 5.62664 6.86387 -5.11000 -0.1 -0.2 -0.3 0.29
H 7.72520 4.89769 -4.19009 0.3 -0.3 -0.2 0.26
H 6.05543 3.21408 -4.60530 -0.2 -0.5 -0.1 0.34
H 4.89729 4.42961 -5.06961 -0.6 0.2 0.2 0.35
H 4.58993 3.40507 -1.57352 -0.3 0.4 0.1 0.27
H 4.27068 2.72466 -3.12747 0.1 -0.2 -0.3 0.22
H 3.50331 4.26505 -2.77189 -0.3 0.0 0.3 0.28
H 8.13404 5.20635 -6.56769 0.5 0.0 0.6 0.28
H 6.65697 4.96015 -6.91126 -0.6 -0.2 0.0 0.25
C -3.67212 -7.52240 5.59641 0.0 0.1 -0.1 -1.44
C -3.41070 -6.00811 5.77033 0.6 -1.2 -1.0 0.59
C -3.04487 -5.23402 4.45415 0.2 -0.4 1.0 -0.51
O -1.84821 -5.73021 3.89276 0.5 0.1 -0.3 -0.35
C -1.19977 -4.80664 3.01295 -0.2 -0.7 0.2 -0.67
N -4.53879 -5.35083 6.40067 -0.1 0.7 -0.1 -0.78
H -3.63342 -8.00932 6.57084 -0.1 0.0 0.1 0.37
H -2.95535 -8.06654 4.98139 0.3 0.4 -0.1 0.33
H -4.64288 -7.74384 5.15291 -0.2 0.3 0.0 0.36
H -2.58846 -5.90858 6.47893 0.7 -0.1 -0.4 0.22
H -2.86863 -4.19936 4.74830 -0.2 0.4 0.0 0.21
H -3.84329 -5.27114 3.71304 -0.3 0.0 0.1 0.31
H -0.35741 -5.32394 2.55369 0.0 -0.1 0.2 0.30
H -0.81330 -3.93411 3.53968 -0.1 0.2 0.2 0.21
H -1.84718 -4.48720 2.19630 -0.3 0.1 0.0 0.32
H -4.81638 -5.84939 7.23403 -0.1 -0.4 0.0 0.27
H -4.07372 -4.53830 6.77960 -0.6 0.8 0.2 0.27
C -0.79223 0.62570 0.90714 0.5 0.0 0.7 -1.37
C 0.13413 0.53823 -0.29628 -0.6 -0.7 -0.9 0.43
C 1.16544 -0.60409 -0.22883 -1.4 0.3 -0.7 -0.73
O 2.10591 -0.21463 0.65518 2.3 0.3 2.8 -0.31
C 2.89842 -1.31328 1.11243 -0.3 0.6 -0.3 -0.67
N -0.72289 0.34160 -1.50551 1.5 0.5 0.5 -0.63
H -1.53477 1.41319 0.77830 0.1 0.1 -0.1 0.38
H -0.23092 0.85661 1.81252 0.0 0.0 0.2 0.36
H -1.35551 -0.29182 1.07736 0.1 -0.2 -0.1 0.30
H 0.71533 1.45870 -0.35152 -0.1 0.1 -0.3 0.24
H 1.68514 -0.82129 -1.16201 -0.5 0.0 -0.7 0.46
H 0.68835 -1.51424 0.13464 -0.4 -0.4 -0.1 0.29
H 3.46473 -1.68412 0.25810 0.1 -0.4 0.0 0.29
H 2.24917 -2.07921 1.53661 0.0 -0.3 -0.1 0.25
H 3.58720 -1.01051 1.90111 -0.1 0.4 -0.2 0.25
H -1.45576 1.02809 -1.39712 -0.5 -0.3 -0.3 0.19
H -1.08154 -0.59546 -1.38979 -0.7 0.0 -0.3 0.24
C 3.31085 -6.50821 -2.39297 0.4 -1.0 -0.7 -1.38
C 4.45867 -6.90575 -3.35517 0.1 1.3 1.1 0.66
C 5.06393 -8.31856 -3.25548 -0.6 0.9 -0.2 -0.63
O 5.57888 -8.56022 -1.95123 -0.1 -0.2 -0.5 -0.32
C 6.05518 -9.88763 -1.73475 -0.1 0.4 0.8 -0.76
N 4.09192 -6.50543 -4.71219 -0.4 -0.8 -0.5 -0.77
H 3.01161 -5.49662 -2.66727 0.0 0.1 0.4 0.36
H 3.64857 -6.61484 -1.36211 -0.1 0.3 0.0 0.33
H 2.43914 -7.14598 -2.53945 -0.1 -0.1 0.0 0.32
H 5.24724 -6.19917 -3.09632 0.6 -0.3 0.6 0.17
H 5.83044 -8.26044 -4.02826 0.6 -0.6 0.1 0.30
H 4.32733 -9.05832 -3.56894 -0.1 -0.3 0.2 0.36
H 5.26859 -10.60939 -1.51466 -0.5 -0.1 -0.8 0.31
H 6.55796 -9.90100 -0.76772 0.5 0.5 -0.2 0.26
H 6.74183 -10.22304 -2.51200 -0.1 -0.1 -0.1 0.30
H 4.82911 -6.72043 -5.36826 0.2 -0.2 -0.1 0.26
H 4.02825 -5.49768 -4.73412 -0.2 0.1 0.0 0.21
C 2.19021 10.27511 4.57959 0.0 -0.6 0.4 -1.23
C 1.01035 9.97868 3.68368 -0.1 -1.1 -0.7 0.35
C 0.48770 8.49493 3.85111 0.1 0.5 0.0 -0.69
O 1.48116 7.60633 3.47138 1.7 0.0 -1.2 -0.32
C 1.20721 6.22438 3.55200 -0.6 0.9 0.3 -0.61
N -0.02812 11.00028 3.85625 0.0 -0.6 0.5 -0.72
H 2.83478 11.05265 4.16964 -0.2 0.2 0.2 0.28
H 2.79025 9.37044 4.67768 0.1 0.0 -0.1 0.34
H 1.84027 10.51448 5.58375 0.1 0.3 0.1 0.32
H 1.42398 10.00965 2.67569 -0.4 0.1 -0.3 0.30
H -0.38604 8.33910 3.21835 -0.4 0.2 -0.1 0.35
H 0.22966 8.22510 4.87518 -0.4 0.5 0.5 0.34
H 2.06754 5.66120 3.19036 0.0 0.2 0.3 0.22
H 0.35294 5.95539 2.93076 -0.3 -0.1 -0.1 0.22
H 0.95799 6.05878 4.60012 0.1 -0.8 0.1 0.30
H -0.81396 10.91145 3.22801 0.2 -0.2 -0.7 0.27
H -0.46131 10.72652 4.72659 -0.1 0.5 0.7 0.29
```
Forces are in eV/Å.